Formula: C21H42F2I2N3O11P2
Source: the OMol25 dataset
Level of theory: ωB97M-V/def2-TZVPD

For the total energy, the calculation gives -89646.916 eV. As for the charge: +1. The HOMO-LUMO gap comes out at 0.2721 Eh.

CARTESIAN COORDINATES (ANGSTROEM)
N 0.72736 -0.32760 5.86965
P 0.21392 -1.51064 4.88121
N -0.74848 -0.89990 3.45976
C -1.79239 -0.04470 4.12705
C -1.40738 1.53156 4.35098
N -1.91890 1.88982 5.76268
C -1.16747 -2.26255 2.86694
F -0.51339 -3.49242 3.44588
C -2.73774 -2.70510 2.88132
O -3.29374 -2.39661 1.54855
C -4.76365 -2.35421 1.55543
O -5.17619 -1.77319 0.25319
C -5.37199 -0.31864 0.34191
C -6.81373 0.15791 -0.31755
O -7.62089 0.87539 0.68914
O -0.80695 -2.40802 1.44880
C 0.49158 -1.65569 1.37782
F 1.71309 -2.36841 1.89543
C 0.69475 -1.57814 -0.23578
C 1.91307 -0.63379 -0.77934
C 3.31041 -1.50056 -0.71899
C 4.39698 -0.98519 0.39320
O 4.86974 -1.93361 1.24844
O 4.90123 0.39245 0.53225
C 0.05262 -0.36468 2.27657
I 2.02880 0.57024 2.73374
P -0.71072 0.81795 1.00822
O -2.42094 1.06836 1.20227
I 0.26524 3.08289 1.47469
H 0.34390 -0.46549 6.83017
H -0.61194 -2.37665 5.73594
H 1.44142 -2.19313 4.44569
H -2.02601 -0.54272 5.18037
H -2.84579 -0.02546 3.56451
H -2.03997 2.20103 3.61813
H -0.26349 1.77323 4.36849
H -1.13225 2.31464 6.30057
H -2.75818 2.50633 5.70943
H -2.75417 -3.89578 2.96832
H -3.37254 -2.31320 3.78208
H -5.15685 -1.76686 2.48821
H -5.14443 -3.48546 1.52603
H -5.32778 0.12693 1.42297
H -4.53404 0.25929 -0.28067
H -7.43638 -0.73828 -0.77184
H -6.59530 0.93233 -1.18957
H -7.33562 1.83716 0.66691
H 0.97316 -2.68810 -0.58234
H -0.29871 -1.33568 -0.85278
H 1.97476 0.43714 -0.31568
H 1.69937 -0.46190 -1.94233
H 3.15640 -2.66104 -0.58164
H 3.84083 -1.37846 -1.78153
H 4.10393 0.99312 0.44550
H -2.82974 0.17079 1.38543
O -0.45362 1.99617 -1.38279
C -1.40927 2.43301 -2.02232
O -1.79550 1.83441 -3.17178
C -3.02169 2.12394 -3.86772
C -2.83706 3.27965 -4.83074
C -2.10257 3.69391 -1.59954
H -3.84626 2.28731 -3.16811
H -3.27408 1.22187 -4.43558
H -2.57864 4.20289 -4.30535
H -3.75200 3.45245 -5.40474
H -2.01835 3.07090 -5.52713
H -1.60587 4.55238 -2.05772
H -2.03134 3.78058 -0.50951
H -3.16616 3.70478 -1.83471
O 4.88584 1.04484 -4.16322
C 5.97253 0.48260 -4.29006
O 6.23379 -0.26384 -5.38703
C 7.53515 -0.77082 -5.73510
C 7.78709 -2.11212 -5.07585
C 6.99157 0.52695 -3.19058
H 8.31815 -0.04002 -5.51397
H 7.53423 -0.90127 -6.82270
H 7.79185 -2.02930 -3.98575
H 8.74854 -2.52393 -5.39596
H 6.99531 -2.82192 -5.33680
H 6.81975 -0.30425 -2.50268
H 6.87408 1.47061 -2.64611
H 8.01972 0.51152 -3.55018

***

Formula: C34H40N8
Source: the OMol25 dataset
Level of theory: ωB97M-V/def2-TZVPD

For the total energy, the calculation gives -47826.138 eV. As for the charge: 0. The HOMO-LUMO gap comes out at 0.3047 Eh. The SMILES is c1cc[nH]c1.c1cc[nH]c1.c1cc[nH]c1.c1cc[nH]c1.c1cc[nH]c1.c1cc[nH]c1.c1ccncc1.c1ccncc1. Its relative energy (zero: lowest compared OMol25 entry of this formula, charge and spin) is 0.0 kJ/mol.

CARTESIAN COORDINATES (ANGSTROEM)
C -21.48829 -5.66237 -0.94360
C -20.88029 -6.74435 -1.63434
C -19.72860 -7.07314 -0.97633
N -19.65425 -6.27001 0.13649
C -20.70597 -5.40323 0.15281
H -22.37861 -5.11669 -1.20519
H -21.22518 -7.20482 -2.54618
H -18.94826 -7.78906 -1.16739
H -18.86322 -6.23532 0.75592
H -20.74912 -4.64544 0.91699
C -28.61818 -6.50645 0.49183
C -27.30250 -6.91348 0.11397
C -26.90374 -6.07878 -0.89645
N -27.94485 -5.24282 -1.18890
C -28.99077 -5.48478 -0.34012
H -29.25879 -6.94626 1.23949
H -26.74166 -7.69276 0.60156
H -26.00513 -6.02162 -1.49061
H -27.95372 -4.57127 -1.93522
H -29.88855 -4.89150 -0.35675
C -17.55669 -10.36889 2.09657
C -17.43179 -10.34015 3.51107
C -18.46623 -9.57551 3.99187
N -19.21429 -9.16176 2.92620
C -18.67329 -9.64588 1.77035
H -16.85621 -10.79139 1.39547
H -16.75153 -10.91778 4.11556
H -18.78559 -9.33995 4.99351
H -20.07306 -8.63661 3.02900
H -19.10953 -9.35461 0.82938
C -25.13859 -6.28245 -4.22566
C -23.97378 -6.29889 -3.41463
C -24.07550 -7.42915 -2.62234
N -25.19609 -8.10816 -3.01416
C -25.86808 -7.40871 -3.97633
H -25.42502 -5.50410 -4.91531
H -23.25380 -5.50573 -3.31332
H -23.45332 -7.90567 -1.88309
H -25.49503 -8.98996 -2.63767
H -26.82505 -7.76736 -4.31258
C -19.15431 -4.61656 6.22513
C -20.09351 -4.68954 5.14982
C -20.92993 -5.73593 5.43037
N -20.54033 -6.31513 6.60419
C -19.44942 -5.64191 7.08007
H -18.31377 -3.94913 6.31747
H -20.17427 -4.02282 4.30759
H -21.71745 -6.09364 4.78805
H -21.02637 -7.09267 7.04709
H -18.98994 -5.91020 8.01670
C -26.02186 -4.50739 5.74851
C -26.53865 -4.00346 4.52700
C -27.32492 -4.98253 3.97749
N -27.24531 -6.07065 4.79964
C -26.47787 -5.78636 5.89979
H -25.34627 -3.98189 6.40326
H -26.34183 -3.03844 4.09162
H -27.89618 -5.05888 3.06675
H -27.69072 -6.95787 4.64758
H -26.28311 -6.56258 6.61983
C -24.58225 -7.26499 2.63984
C -23.96178 -7.37576 1.40936
C -22.72453 -8.00767 1.37346
N -22.05735 -8.40425 2.45341
C -22.67495 -8.29842 3.62513
C -23.93500 -7.72937 3.76742
H -25.53371 -6.76535 2.78522
H -24.32314 -6.92103 0.49700
H -22.12834 -7.96459 0.46487
H -22.13137 -8.61978 4.50555
H -24.33586 -7.52738 4.75320
C -24.22184 -10.40984 7.02094
C -22.96768 -10.62054 6.47346
C -21.97332 -9.70186 6.75378
N -22.16408 -8.62028 7.51165
C -23.37278 -8.43493 8.03051
C -24.43254 -9.30815 7.83077
H -25.03421 -11.09732 6.81903
H -22.77648 -11.46231 5.82300
H -20.99451 -9.78498 6.29165
H -23.50609 -7.51999 8.59949
H -25.40234 -9.10388 8.26215

***

Formula: C46H51BrN5OPSr
Source: the OMol25 dataset
Level of theory: ωB97M-V/def2-TZVPD

For the total energy, the calculation gives -138192.268 eV. As for the charge: 0. The HOMO-LUMO gap comes out at 0.1848 Eh. Its relative energy (zero: lowest compared OMol25 entry of this formula, charge and spin) is 222.5 kJ/mol.

CARTESIAN COORDINATES (ANGSTROEM)
Sr 0.71190 0.62289 0.83709
C 4.88330 3.19949 4.39369
C 4.69440 2.70039 2.96049
C 4.76060 1.19779 2.83789
C 6.00370 0.58929 2.93589
C 6.15890 -0.76851 2.72859
C 5.05980 -1.52521 2.37149
C 3.80060 -0.95861 2.26019
C 2.65880 -1.83121 1.82739
C 2.26900 -2.87831 2.86809
C 3.63580 0.41009 2.52899
N 2.39290 0.98609 2.36549
C 1.84210 1.70419 3.26999
C 0.67520 2.47279 3.09019
C 0.07860 3.27839 4.07589
C -0.97500 3.93019 3.45649
C -0.96350 3.48929 2.13659
N 0.01740 2.61469 1.90109
H 4.88410 4.28799 4.41769
H 5.82670 2.84629 4.80439
H 4.08140 2.84649 5.03769
H 5.49160 3.12519 2.34169
H 3.74410 3.07209 2.57089
H 6.86940 1.19589 3.16559
H 7.13440 -1.22901 2.81289
H 5.17770 -2.57891 2.15749
H 2.94140 -2.34171 0.90249
H 1.78820 -1.22551 1.60569
H 3.08050 -3.58481 3.03559
H 1.39450 -3.43051 2.52569
H 2.02410 -2.40511 3.81699
H 2.28260 1.76419 4.27259
H 0.38680 3.36889 5.10339
H -1.66180 4.63309 3.90019
H -1.61920 3.80549 1.33779
N -4.89350 4.72239 -0.38681
C -3.86650 3.74599 -0.92491
C -3.32810 4.18889 -2.26951
C -2.12260 3.26189 -2.57041
N -1.13680 3.48589 -1.52901
C -2.58570 1.80419 -2.60081
C -3.32700 1.34569 -1.33901
N -2.41990 1.12779 -0.26131
C -4.47120 2.36299 -1.01431
H -4.47690 5.65389 -0.28271
H -5.22280 4.39399 0.52849
H -5.69000 4.77539 -1.03201
H -3.02440 3.74219 -0.22411
H -2.97940 5.22169 -2.22881
H -4.07590 4.09579 -3.05791
H -1.74460 3.51209 -3.57561
H -0.56460 4.29829 -1.73461
H -0.51740 2.67989 -1.43571
H -1.71150 1.15969 -2.70501
H -3.23030 1.66049 -3.46871
H -3.80320 0.38439 -1.56051
H -2.80980 0.60799 0.50869
H -1.94740 1.95329 0.07269
H -4.93080 2.07029 -0.06811
H -5.22490 2.32089 -1.80401
O 2.07790 0.15809 -0.77271
C 1.17280 0.42549 -1.58561
C 1.37040 -0.00221 -2.99921
C 2.33350 0.49389 -3.87681
C 2.39240 0.02339 -5.17501
C 1.49110 -0.93311 -5.61941
C 0.50490 -1.40931 -4.77151
C 0.43650 -0.94361 -3.46851
P -0.75250 -1.46831 -2.18631
C 0.22010 -2.80531 -1.39561
C 1.57750 -3.00521 -1.61121
C 2.23250 -4.04921 -0.98131
C 1.54630 -4.89641 -0.12791
C 0.19380 -4.69561 0.09789
C -0.46540 -3.66061 -0.53391
C -1.86610 -2.54681 -3.20021
C -3.08970 -2.00301 -3.57741
C -4.00280 -2.74221 -4.30561
C -3.70290 -4.04381 -4.66971
C -2.48800 -4.59861 -4.30021
C -1.57530 -3.85771 -3.56981
H 3.03390 1.24549 -3.53621
H 3.16160 0.38059 -5.84571
H 1.57050 -1.32011 -6.62481
H -0.20180 -2.14831 -5.12281
H 2.12570 -2.34901 -2.27261
H 3.28600 -4.20891 -1.16811
H 2.06560 -5.71271 0.35399
H -0.34580 -5.35501 0.76329
H -1.52510 -3.51821 -0.37351
H -3.31780 -0.98721 -3.28521
H -4.95540 -2.31081 -4.58091
H -4.41860 -4.62141 -5.23651
H -2.25750 -5.61771 -4.58001
H -0.63170 -4.30251 -3.28591
Br -3.04520 -3.70941 5.20769
C -2.17400 -2.52821 3.95129
C -2.61950 -2.47891 2.64679
C -1.98020 -1.62701 1.75569
C -0.89830 -0.80641 2.09979
C -0.51390 -0.90471 3.44169
C -1.12250 -1.74041 4.36709
H -3.45020 -3.09821 2.33049
H -2.34470 -1.60781 0.73179
H 0.30350 -0.29511 3.81009
H -0.77720 -1.77731 5.39229

***

Formula: C3F3N
Source: the OMol25 dataset
Level of theory: ωB97M-V/def2-TZVPD

For the total energy, the calculation gives -12751.391 eV. As for the charge: 0. The HOMO-LUMO gap comes out at 0.3882 Eh. The SMILES is N#CC(F)=C(F)F. Its relative energy (zero: lowest compared OMol25 entry of this formula, charge and spin) is 0.0 kJ/mol.

CARTESIAN COORDINATES (ANGSTROEM)
N 0.09415 -1.91216 -1.75724
C 0.10522 -0.94110 -1.13692
C 0.08009 0.27056 -0.38389
F 0.28117 1.43088 -1.04821
C -0.12766 0.35102 0.98704
F -0.19817 1.55501 1.60523
F -0.23480 -0.75420 1.73399

***

> Look up the HOMO-LUMO gap of the third one.

0.1848 Eh

***

> Which value of HOMO-LUMO gap does entry 1 give?

0.2721 Eh

***

> Among the records above, which one has the highest total energy?

C3F3N